No. 1
{"formula": "C4H12OS2", "method": "ωB97M-V/def2-TZVPD", "elements": ["C", "C", "S", "S", "C", "C", "H", "H", "H", "H", "H", "H", "H", "H", "H", "H", "O", "H", "H"], "coordinates": [[0.610, -1.364, 1.647], [0.469, -0.285, 2.712], [-0.764, 1.034, 2.357], [-0.382, 1.980, 0.647], [-1.170, 1.106, -0.827], [-0.706, 1.590, -2.168], [1.691, -1.424, 1.428], [-0.049, -1.297, 0.796], [0.569, -2.425, 1.941], [1.425, 0.143, 3.030], [-0.071, -0.643, 3.604], [-0.964, 0.047, -0.659], [-2.240, 1.274, -0.727], [-0.966, 2.662, -2.196], [-1.190, 1.083, -3.019], [0.407, 1.579, -2.237], [0.933, -1.800, -2.413], [1.579, -2.320, -1.931], [0.819, -0.940, -1.985]], "nbo_charge": [-0.65, -0.53, 0.10, 0.04, -0.50, -0.64, 0.22, 0.22, 0.22, 0.22, 0.22, 0.20, 0.21, 0.22, 0.23, 0.21, -0.95, 0.47, 0.47], "smiles": "CCSSCC.O", "spin_multiplicity": 1, "lumo_energy_ev": 0.7, "charge": 0, "homo_energy_ev": -8.86, "relative_energy_kcal_mol": 17.60}

---

No. 2
{"formula": "C4H12OS2", "method": "ωB97M-V/def2-TZVPD", "elements": ["C", "C", "S", "S", "C", "C", "H", "H", "H", "H", "H", "H", "H", "H", "H", "H", "O", "H", "H"], "coordinates": [[1.615, -0.846, -3.256], [0.782, -0.527, -2.001], [1.171, -1.711, -0.660], [-0.588, -1.733, 0.267], [-0.511, -0.529, 1.666], [0.462, 0.670, 1.375], [1.247, -1.774, -3.726], [2.670, -0.991, -2.971], [1.560, -0.031, -3.998], [1.005, 0.484, -1.610], [-0.293, -0.558, -2.259], [-1.502, -0.074, 1.856], [-0.178, -1.014, 2.604], [0.358, 1.341, 2.244], [0.333, 1.263, 0.454], [1.480, 0.244, 1.379], [-3.229, 2.063, 2.501], [-2.432, 1.722, 2.967], [-3.950, 2.003, 3.168]], "nbo_charge": [-0.62, -0.53, 0.09, 0.08, -0.54, -0.62, 0.21, 0.21, 0.22, 0.21, 0.23, 0.22, 0.21, 0.21, 0.22, 0.22, -0.94, 0.47, 0.47], "smiles": "CCSSCC.O", "spin_multiplicity": 1, "lumo_energy_ev": 0.6, "charge": 0, "homo_energy_ev": -8.72, "relative_energy_kcal_mol": 9.20}